[1]
{"formula": "N5O15Pt3", "method": "wB97M-V/def2-TZVPD", "species": ["Pt", "Pt", "Pt", "N", "O", "O", "O", "N", "O", "O", "O", "N", "O", "O", "O", "N", "O", "O", "O", "N", "O", "O", "O"], "positions_angstrom": [[0.1172, 3.0062, -4.3181], [-0.4926, -0.7334, 2.9836], [0.6468, -3.3671, -1.4799], [-2.0326, 2.7458, 1.4491], [0.7166, 3.5294, -6.3461], [-1.5333, 1.7844, 1.7649], [-2.8689, 3.5135, 1.0516], [-0.8930, -3.4016, 1.0788], [-1.8826, -3.7305, 1.7296], [-0.2664, -2.3778, 1.3798], [-0.3595, -4.1564, 0.1732], [-0.0443, 1.8712, -1.6363], [-0.9183, 2.8851, -2.5834], [-0.7715, 1.4456, -0.8662], [1.1553, 1.7025, -1.9887], [2.7702, -2.1584, -2.8403], [2.9288, -1.1895, -2.2620], [3.2981, -2.7419, -3.6100], [1.2021, -2.5175, -3.1410], [-0.1422, 1.0199, 4.8347], [0.0192, 1.9209, 5.5825], [0.7455, 0.1059, 4.5794], [-1.3947, 0.8438, 4.4648]], "lowdin_spin": [1.23, 0.82, 1.31, 0.01, 1.57, 0.00, 0.01, 0.01, 0.02, 0.04, 0.09, 0.01, 0.14, 0.01, 0.05, 0.00, 0.01, 0.02, 0.54, 0.00, 0.00, 0.08, 0.06], "total_energy_ev": -47861.066, "e_homo_ev": [-12.31, -12.46], "e_lumo_ha": [-0.3045, -0.2987], "charge": 1, "gap_ev": [4.0268, 4.3302], "spin_multiplicity": 7}

[2]
{"formula": "NO3S", "method": "wB97M-V/def2-TZVPD", "species": ["N", "O", "O", "O", "S"], "positions_angstrom": [[1.9933, 0.7398, 0.9022], [-0.8934, -0.5069, -1.9082], [1.3773, 1.6739, 1.2783], [-1.6565, -1.4908, 0.1940], [-0.8207, -0.4159, -0.4663]], "mulliken_charge": [0.07, -0.52, -0.19, -0.58, 0.21], "total_energy_ev": -18466.121, "e_homo_ev": [-1.38, -4.82], "e_above_lowest_kcal_mol": 7.6, "e_lumo_ha": [0.1361, 0.1338], "charge": -1, "gap_ev": [5.0787, 8.4608]}